Here is the molecule C6H15N2 in a non-equilibrium geometry from the Open Molecules 2025 dataset. Energies are from the ωB97M-V functional and the def2-TZVPD basis.

Computed properties:
Energy, Ha: -346.95844
Gap between HOMO and LUMO (alpha / beta), eV: 4.485 / 10.209
Energy relative to the best compared isomer or geometry (same formula, charge and spin), eV: 2.609
E_HOMO (alpha / beta), eV: -3.5178 / -9.3697

The geometry in ORCA input format:
```
! wB97M-V def2-TZVPD RIJCOSX def2/J DEFGRID3
* xyz 0 2
C -0.30 0.48 1.98
N -0.58 -0.45 0.92
C 0.58 -0.95 0.20
C 0.14 -1.63 -1.12
C 1.24 -1.76 -2.13
C 1.43 -0.87 -3.09
C -0.28 1.93 1.40
N -1.68 2.43 1.19
H -1.11 0.45 2.71
H 0.69 0.39 2.43
H -1.18 -1.23 1.19
H 1.17 -0.08 -0.10
H 1.23 -1.62 0.76
H -0.22 -2.62 -0.80
H -0.75 -1.13 -1.49
H 1.93 -2.56 -1.94
H 2.23 -1.00 -3.82
H 0.78 -0.08 -3.41
H 0.20 1.91 0.43
H 0.20 2.57 2.14
H -2.38 1.66 1.23
H -1.83 2.94 0.29
H -2.02 3.05 2.00
*
```

=====

Here is an isolated ion of composition C6H15N2 and charge +1 in a non-equilibrium geometry from the Open Molecules 2025 dataset. Energies are from the ωB97M-V functional and the def2-TZVPD basis.

Computed properties:
Energy, Ha: -346.81806
Gap between HOMO and LUMO, eV: 9.353
SMILES string: C/[NH+]=C(/C)C(C)(C)N
Energy relative to the best compared isomer or geometry (same formula, charge and spin), eV: 2.572
E_HOMO, eV: -13.3781

The geometry in ORCA input format:
```
! wB97M-V def2-TZVPD RIJCOSX def2/J DEFGRID3
* xyz 1 1
C 0.59 -0.32 0.14
C -0.72 0.61 0.10
C 1.72 0.19 1.17
C 1.24 -0.17 -1.32
C -0.79 1.80 1.04
C -2.02 -0.91 -1.45
N 0.39 -1.83 0.32
N -1.78 0.27 -0.52
H 2.39 -0.62 1.55
H 1.16 0.42 2.16
H 2.39 1.00 0.71
H 1.09 -1.07 -1.82
H 2.25 0.24 -1.27
H 0.72 0.69 -1.85
H -1.31 1.66 1.95
H -1.39 2.66 0.62
H 0.24 2.08 1.22
H -2.85 -1.34 -0.97
H -2.38 -0.56 -2.36
H -1.07 -1.49 -1.56
H 0.17 -2.10 1.27
H -2.67 0.91 -0.34
H 1.23 -2.36 -0.06
*
```

=====

Here is a 2-piece molecular cluster, C6H15N2 overall in a non-equilibrium geometry from the Open Molecules 2025 dataset. Energies are from the ωB97M-V functional and the def2-TZVPD basis.

Computed properties:
Energy, Ha: -346.79303
Gap between HOMO and LUMO, eV: 6.992
Energy relative to the best compared isomer or geometry (same formula, charge and spin), eV: 3.253
E_HOMO, eV: -12.7408

The geometry in ORCA input format:
```
! wB97M-V def2-TZVPD RIJCOSX def2/J DEFGRID3
* xyz 1 1
C -1.79 1.48 1.66
C -2.61 2.38 1.08
C -1.24 -0.78 2.02
N -1.88 0.11 1.36
H -1.06 1.70 2.48
H -3.50 2.05 0.52
H -2.50 3.45 1.31
H -1.37 -1.86 1.83
H -0.56 -0.48 2.86
H -2.58 -0.12 0.64
C 1.66 0.08 -0.12
C 1.20 -0.33 -1.55
C 2.36 -0.96 -2.29
N 0.09 -1.30 -1.44
H 2.44 0.90 -0.01
H 0.76 0.37 0.49
H 2.09 -0.83 0.39
H 0.80 0.58 -2.13
H 2.08 -1.17 -3.37
H 3.29 -0.37 -2.24
H 2.55 -1.94 -1.81
H -0.65 -0.90 -0.82
H 0.42 -2.04 -0.84
*
```